Density functional theory data (wB97M-V/def2-TZVPD) for 2 unconnected molecules or ions with the total composition C8H18OSi at a distorted geometry.

Last column: Mulliken charge in e.
CARTESIAN COORDINATES (ANGSTROEM)
C (1.514, 2.113, -2.204)  -0.385
C (1.975, 1.291, -1.324)  -0.375
C (1.526, -2.632, -0.063)  -1.149
C (-2.050, 0.477, -1.684)  -1.061
C (-1.812, 1.845, 0.761)  -1.325
C (0.866, -0.369, 3.021)  -0.660
C (0.116, -2.156, -0.225)  -0.421
C (-1.740, 0.520, -0.082)  0.192
O (0.010, -0.333, 1.917)  -0.158
Si (-0.020, -0.338, 0.374)  0.051
H (2.096, 2.903, -2.738)  0.254
H (0.424, 2.160, -2.358)  0.052
H (2.898, 1.238, -0.751)  0.265
H (1.636, -3.708, -0.359)  0.352
H (2.273, -2.077, -0.829)  0.232
H (1.845, -2.572, 0.969)  0.282
H (-3.094, 0.695, -1.932)  0.356
H (-1.476, 1.234, -2.127)  0.210
H (-1.696, -0.459, -2.262)  0.259
H (-1.327, 2.543, 0.166)  0.363
H (-1.368, 1.673, 1.760)  0.272
H (-2.841, 2.089, 0.922)  0.373
H (1.791, -0.022, 2.559)  0.353
H (1.092, -1.360, 3.451)  0.230
H (0.434, 0.309, 3.721)  0.265
H (-0.471, -2.840, 0.284)  0.476
H (-0.152, -2.113, -1.304)  0.270
H (-2.449, -0.113, 0.336)  0.428

Computed properties:
HOMO-LUMO gap (alpha / beta), eV: 7.6 / 7.6
HOMO (alpha / beta), Eh: -0.2687 / -0.2688
E_tot, eV: -18508.653
Energy relative to the best compared isomer or geometry (same formula, charge and spin), eV: 4.521

Density functional theory data (wB97M-V/def2-TZVPD) for a molecular structure, C7H18AlCl3GeN2O2PS3.

Last column: Mulliken charge in e.
CARTESIAN COORDINATES (ANGSTROEM)
Al (-0.083, 0.293, 0.052)  0.448
C (3.958, 5.145, -0.134)  -1.065
C (2.513, 4.723, -0.195)  -0.242
O (2.429, 3.314, -0.597)  -0.327
P (2.044, 2.204, 0.429)  0.984
S (2.101, 0.423, -0.529)  -0.284
S (0.188, 2.356, 1.185)  -0.331
O (3.146, 2.346, 1.542)  -0.213
C (3.107, 1.573, 2.778)  -0.211
C (2.803, 2.489, 3.936)  -1.048
H (4.012, 6.206, 0.113)  0.368
H (4.441, 4.993, -1.098)  0.308
H (4.498, 4.584, 0.627)  0.262
H (1.957, 5.262, -0.957)  0.355
H (2.003, 4.851, 0.762)  0.318
H (4.091, 1.116, 2.857)  0.290
H (2.363, 0.779, 2.680)  0.191
H (3.540, 3.289, 3.997)  0.306
H (2.835, 1.923, 4.867)  0.399
H (1.810, 2.926, 3.832)  0.241
Cl (-1.635, 0.976, -1.400)  -0.260
Ge (-1.337, -0.909, -3.049)  0.552
Cl (-0.077, -1.853, -1.224)  -0.373
Cl (-3.211, -1.902, -2.454)  -0.340
C (-1.672, -2.132, 4.424)  -0.983
N (-2.235, -2.500, 3.129)  -0.155
C (-1.952, -1.911, 1.972)  0.586
S (-0.853, -0.566, 2.040)  -0.164
N (-2.548, -2.339, 0.874)  0.192
C (-3.468, -3.463, 0.838)  -1.012
H (-2.092, -2.800, 5.170)  0.338
H (-1.931, -1.106, 4.680)  0.358
H (-0.589, -2.241, 4.418)  0.336
H (-2.908, -3.248, 3.116)  0.239
H (-2.305, -1.904, -0.002)  -0.029
H (-4.360, -3.260, 1.434)  0.376
H (-2.985, -4.377, 1.191)  0.379
H (-3.776, -3.611, -0.192)  0.210

Computed properties:
HOMO-LUMO gap, eV: 9.6
Charge: +1
HOMO, Eh: -0.4571
E_tot, eV: -157105.833
Energy relative to the best compared isomer or geometry (same formula, charge and spin), eV: 0.000

Density functional theory data (wB97M-V/def2-TZVPD) for a molecular structure, C47H47ClN4O4P2STi at a distorted geometry.

Last column: Mulliken charge in e.
CARTESIAN COORDINATES (ANGSTROEM)
Ti (0.128, 0.106, 0.325)  -1.919
N (0.344, 0.410, -1.939)  0.270
C (0.641, 1.662, -2.616)  -1.256
C (0.692, 1.696, -4.005)  -0.150
C (1.055, 2.867, -4.648)  -0.980
C (1.385, 3.999, -3.910)  -0.950
C (1.312, 3.966, -2.530)  -0.007
C (0.913, 2.801, -1.869)  -0.248
P (0.640, 2.678, -0.090)  2.786
C (-0.669, 3.864, 0.349)  1.152
C (-1.303, 3.717, 1.584)  -0.116
C (-2.339, 4.561, 1.947)  -0.946
C (-2.763, 5.558, 1.080)  -0.825
C (-2.154, 5.697, -0.156)  -0.782
C (-1.117, 4.853, -0.523)  -1.024
C (2.170, 3.333, 0.651)  0.936
C (3.363, 3.347, -0.070)  -0.030
C (4.534, 3.805, 0.521)  -1.610
C (4.535, 4.218, 1.848)  -0.220
C (3.351, 4.189, 2.577)  -0.834
C (2.175, 3.761, 1.978)  -0.573
H (-0.406, -0.089, -2.423)  0.428
H (1.163, -0.200, -2.021)  -0.246
H (0.460, 0.806, -4.576)  0.541
H (1.094, 2.894, -5.727)  0.477
H (1.687, 4.905, -4.414)  0.512
H (1.559, 4.850, -1.958)  0.566
H (-1.021, 2.913, 2.251)  0.229
H (-2.823, 4.431, 2.905)  0.513
H (-3.571, 6.217, 1.364)  0.437
H (-2.487, 6.461, -0.843)  0.481
H (-0.679, 4.968, -1.504)  0.452
H (3.382, 3.023, -1.103)  0.338
H (5.438, 3.876, -0.072)  0.513
H (5.440, 4.596, 2.302)  0.476
H (3.338, 4.529, 3.602)  0.503
H (1.254, 3.788, 2.547)  0.470
C (-0.750, -4.962, 4.643)  -0.730
C (0.280, -4.076, 4.371)  -1.405
C (0.153, -3.148, 3.347)  -0.105
C (-1.006, -3.103, 2.581)  0.777
C (-2.040, -4.004, 2.859)  -0.891
C (-1.913, -4.922, 3.886)  -0.913
P (-1.295, -1.893, 1.259)  2.161
C (-1.990, -2.904, -0.104)  0.632
C (-1.510, -4.196, -0.319)  0.000
C (-1.994, -4.962, -1.366)  -0.882
C (-2.956, -4.446, -2.220)  -0.798
C (-3.435, -3.160, -2.019)  -0.933
C (-2.956, -2.391, -0.969)  -0.573
C (-2.675, -0.863, 1.795)  0.106
C (-3.561, -1.150, 2.799)  -0.363
C (-4.689, -0.331, 2.997)  -1.041
C (-4.936, 0.708, 2.143)  -1.034
C (-4.039, 1.014, 1.092)  1.226
C (-4.326, 2.029, 0.146)  -0.957
C (-3.473, 2.260, -0.889)  -1.085
C (-2.246, 1.561, -0.965)  0.303
C (-1.871, 0.606, -0.045)  0.250
C (-2.848, 0.266, 0.959)  -0.032
H (-0.651, -5.682, 5.443)  0.444
H (1.185, -4.102, 4.960)  0.492
H (0.958, -2.458, 3.158)  0.721
H (-2.948, -3.994, 2.269)  0.656
H (-2.722, -5.608, 4.094)  0.462
H (-0.752, -4.611, 0.331)  0.495
H (-1.619, -5.965, -1.511)  0.494
H (-3.338, -5.046, -3.034)  0.430
H (-4.196, -2.755, -2.670)  0.503
H (-3.364, -1.400, -0.821)  0.380
H (-3.407, -2.006, 3.444)  0.597
H (-5.375, -0.555, 3.800)  0.473
H (-5.830, 1.307, 2.252)  0.465
H (-5.246, 2.590, 0.242)  0.453
H (-3.701, 3.010, -1.632)  0.446
H (-1.584, 1.857, -1.768)  0.549
C (2.617, -2.307, -3.652)  -0.908
N (3.245, -2.669, -2.395)  -0.236
C (2.651, -2.672, -1.203)  0.559
S (0.966, -2.453, -1.028)  -0.197
N (3.411, -2.923, -0.130)  -0.136
C (2.873, -3.141, 1.201)  -0.967
H (3.088, -2.872, -4.452)  0.389
H (2.734, -1.239, -3.851)  0.280
H (1.561, -2.564, -3.613)  0.351
H (4.248, -2.784, -2.417)  0.216
H (4.367, -3.206, -0.291)  0.291
H (2.382, -2.241, 1.570)  -0.046
H (3.701, -3.400, 1.856)  0.482
H (2.149, -3.957, 1.208)  0.430
N (5.551, 0.835, 1.119)  0.086
C (4.106, 0.559, 1.403)  -0.932
C (3.440, 0.280, 0.038)  0.645
O (4.177, 0.089, -0.928)  -0.883
O (2.182, 0.282, 0.049)  0.475
H (6.195, 0.343, 1.736)  0.387
H (5.739, 1.841, 1.165)  0.260
H (5.653, 0.522, 0.114)  0.455
H (3.661, 1.420, 1.896)  -0.090
H (4.017, -0.310, 2.053)  0.407
Cl (-1.020, 0.132, 4.968)  -0.123
C (0.509, 0.823, 4.396)  -0.707
C (0.749, 0.373, 2.979)  -0.343
O (1.614, -0.441, 2.687)  -0.344
O (-0.045, 0.875, 2.080)  0.243
H (1.318, 0.467, 5.030)  0.512
H (0.426, 1.909, 4.450)  0.307

Computed properties:
HOMO-LUMO gap, eV: 6.7
Charge: +2
HOMO, Eh: -0.4520
E_tot, eV: -128694.984
Energy relative to the best compared isomer or geometry (same formula, charge and spin), eV: 0.785